(1)
{"formula": "C3H5O2P", "method": "ωB97M-V with the def2-TZVPD basis set", "symbols": ["O", "H", "H", "P", "C", "O", "C", "H", "H", "C", "H"], "coordinates": [[-2.49159, -0.88215, 0.09487], [1.96357, 1.10260, -0.51878], [-2.10307, 0.63250, -1.75829], [-2.36752, 0.54417, -0.25164], [0.24019, -0.01392, 0.10589], [-0.78458, 0.96630, 0.18607], [0.04630, -1.26699, -0.11140], [-0.22132, -2.27344, 0.03329], [1.71640, 1.03039, 1.18185], [1.63536, 0.45106, 0.36327], [2.36623, -0.29053, 0.67487]], "mulliken_charge": [-0.454, 0.235, 0.073, 0.286, 0.697, -0.298, -0.479, 0.368, 0.421, -1.208, 0.359], "de_lowest_kcal_mol": 98.2, "e_lumo_ev": [-2.1082, -0.0722], "multiplicity": 1, "e_homo_ev": [-8.27, -9.30], "total_energy_ev": -16571.5153}

---

(2)
{"formula": "C3H5O2S2", "method": "ωB97M-V with the def2-TZVPD basis set", "symbols": ["H", "H", "H", "C", "C", "S", "O", "H", "C", "O", "S", "H"], "coordinates": [[-1.39547, -0.57269, -0.75003], [0.32669, 1.01665, -1.20865], [1.12121, -0.46481, -1.37505], [-0.57765, -0.50362, -0.00684], [0.62615, 0.20953, -0.55477], [1.04740, -1.45582, -2.98686], [-1.31960, 1.42123, 1.15826], [1.10905, 1.47457, 1.38694], [-1.11537, 0.19047, 1.26962], [-1.26967, -0.51722, 2.28449], [1.88956, 0.76731, 0.56284], [-0.44231, -1.56561, 0.22006]], "mulliken_charge": [0.276, 0.419, -0.391, -0.223, 0.131, -0.238, -0.710, 0.177, 0.309, -0.729, -0.287, 0.267], "de_lowest_kcal_mol": 82.2, "e_lumo_ev": -0.0295, "multiplicity": 1, "total_charge": -1, "e_homo_ev": -4.73, "total_energy_ev": -28955.8473}

---

(3)
{"formula": "C3H5O3", "method": "ωB97M-V with the def2-TZVPD basis set", "symbols": ["O", "H", "H", "O", "H", "C", "C", "H", "C", "O", "H"], "coordinates": [[2.08315, -1.71528, 1.90141], [0.83057, 0.29083, 0.26041], [-0.54097, -0.25579, 1.19238], [0.14376, 2.41701, -2.08561], [0.34090, -2.66578, 1.47022], [0.97531, -1.72389, 1.41845], [0.32917, -0.69067, 0.58937], [-1.82146, 2.68996, -2.02785], [-1.01080, 2.01934, -1.67361], [-1.19627, 1.00720, -0.89694], [-0.13336, -1.37294, -0.14822]], "mulliken_charge": [-0.502, 0.279, 0.245, -0.689, 0.250, 0.092, -0.580, 0.349, -0.004, -0.654, 0.214], "de_lowest_kcal_mol": 21.6, "e_lumo_ev": 3.6840, "multiplicity": 1, "total_charge": -1, "e_homo_ev": -4.13, "total_energy_ev": -9334.9647}

---

(4)
{"formula": "C3H5O3", "method": "ωB97M-V with the def2-TZVPD basis set", "symbols": ["O", "H", "O", "C", "H", "H", "O", "C", "H", "H", "C"], "coordinates": [[0.89431, 0.78364, 0.70446], [-0.18855, 0.35114, -1.94017], [-0.65262, 0.36601, 2.05944], [0.91803, 0.27540, -2.07695], [2.57831, 1.05089, -0.42021], [1.22283, -0.74327, -1.73533], [1.41037, 0.69999, -3.17893], [-0.38077, 0.86602, 0.85173], [1.01207, 2.33725, -0.70250], [-1.60529, 0.40012, 2.19014], [1.53496, 1.40133, -0.44641]], "mulliken_charge": [-0.047, 0.182, -0.323, -0.178, 0.322, 0.200, -0.768, -0.515, 0.333, 0.433, -0.639], "de_lowest_kcal_mol": 112.8, "e_lumo_ev": 3.5527, "multiplicity": 1, "total_charge": -1, "e_homo_ev": -2.25, "total_energy_ev": -9331.0097}

---

(5)
{"formula": "C3H5O3P", "method": "ωB97M-V with the def2-TZVPD basis set", "symbols": ["P", "H", "H", "C", "H", "C", "O", "C", "H", "H", "O", "O"], "coordinates": [[2.38886, -0.65797, -0.09609], [2.59252, -0.47131, -1.47357], [-0.99910, -1.32006, 0.24540], [-0.33236, 0.94647, -0.21587], [0.65167, 2.27330, 0.87879], [0.82865, 1.34331, 0.22064], [2.07102, 0.96489, 0.11598], [-1.88992, -0.70859, 0.13634], [-2.21634, -0.17652, 1.05811], [-2.82172, -1.23376, -0.34026], [1.12098, -1.34947, 0.11055], [-1.39426, 0.38971, -0.64002]], "mulliken_charge": [-0.023, -0.038, 0.351, 0.607, 0.195, 0.008, -0.252, -0.503, 0.287, 0.196, -0.539, -0.289], "de_lowest_kcal_mol": 135.4, "e_lumo_ev": [-1.3607, -1.3626], "multiplicity": 1, "e_homo_ev": [-7.09, -7.09], "total_energy_ev": -18618.3093}

---

(6)
{"formula": "C3H5O3Sm", "method": "ωB97M-V with the def2-TZVPD basis set", "symbols": ["C", "O", "H", "O", "H", "C", "Sm", "O", "H", "H", "H", "C"], "coordinates": [[-1.98214, 0.69781, 0.14749], [1.29219, -1.62109, -0.40988], [-2.89029, 0.11516, 0.32976], [0.39777, 0.40451, 0.10577], [-2.04190, 1.16593, -0.84536], [-0.79848, -0.19621, 0.21270], [5.17603, 0.28411, -0.77297], [2.58272, 0.22979, -0.20097], [-1.90235, 1.49880, 0.89583], [-0.67118, -1.18894, -0.46757], [-0.74016, -0.89836, 1.10878], [1.57780, -0.49152, -0.10358]], "mulliken_spin": [-0.010, 0.022, -0.003, 0.433, 0.023, 0.168, 6.004, 0.018, 0.018, 0.174, 0.160, -0.009], "de_lowest_kcal_mol": 0.0, "s_squared": 15.761, "e_lumo_ev": [-9.5921, -10.5457], "multiplicity": 8, "total_charge": 2, "e_homo_ev": [-18.00, -18.11], "total_energy_ev": -27218.5703}

---

(7)
{"formula": "C3H5O4P", "method": "ωB97M-V with the def2-TZVPD basis set", "symbols": ["H", "H", "O", "H", "C", "O", "H", "O", "H", "O", "P", "C", "C"], "coordinates": [[1.56013, -0.25226, -1.66364], [0.39745, -1.49729, -2.31113], [0.90193, -1.67113, -0.23545], [-3.37860, -0.79187, -1.44700], [0.67092, -0.85538, -1.39770], [-3.87004, -0.32506, 0.84110], [-1.02259, -1.88970, 2.54636], [-3.80282, 1.31100, -1.14544], [-0.21488, -0.20883, -1.16108], [-1.60658, 0.40552, -0.13224], [-3.12928, 0.13598, -0.46435], [0.01484, -1.75023, 0.74509], [-0.22036, -1.82741, 1.93308]], "mulliken_spin": [0.011, -0.014, -0.162, -0.003, 0.065, 0.016, 0.127, 0.009, 0.020, 0.010, -0.010, 1.253, 0.677], "s_squared": 2.005, "e_lumo_ev": [6.2465, 4.3245], "multiplicity": 3, "total_charge": -2, "e_homo_ev": [1.37, 0.92], "total_energy_ev": -20663.8383}

---

(8)
{"formula": "C3H5O4P", "method": "ωB97M-V with the def2-TZVPD basis set", "symbols": ["O", "H", "O", "H", "H", "H", "C", "O", "C", "O", "C", "P", "H"], "coordinates": [[-0.31121, -1.04187, -0.82538], [-1.10196, -1.55598, -1.09603], [-2.98748, -1.06466, 0.03253], [1.45349, -1.01281, -0.19957], [2.74514, 0.25542, 0.12977], [-0.84642, 1.76536, -0.73311], [1.84658, -0.27674, 0.54797], [0.79492, 1.86999, 0.23688], [0.70040, 0.66323, 0.27948], [-1.41253, 0.96288, -0.75061], [-0.53578, 0.06136, -0.07100], [-2.25102, -0.08710, 0.83207], [1.90586, -0.53908, 1.61699]], "mulliken_charge": [-0.593, 0.376, -0.500, 0.302, 0.275, 0.395, -0.858, -0.643, 0.753, -0.504, 0.535, 0.175, 0.287], "de_lowest_kcal_mol": 24.9, "e_lumo_ev": 0.0024, "multiplicity": 1, "e_homo_ev": -9.35, "total_energy_ev": -20669.3608}